50
Properties=species:S:1:pos:R:3 method="wB97M-V/def2-TZVPD" smiles=CC[C@]1(C)Cc2c(sc3nc(SC)nc(NCCN(C)C)c23)CO1 total_energy_ev=-47730.1379 lumo_energy_ev=0.6 gap_ev=8.2774 homo_energy_ev=-7.674
C 4.3718 1.4355 -1.0415
H 5.2016 2.1171 -0.8705
H 4.4312 1.0883 -2.0698
C 4.4601 0.2776 -0.0560
H 5.4327 -0.2078 -0.1487
H 4.3856 0.6589 0.9640
C 3.3842 -0.8124 -0.2087
C 3.5990 -1.6245 -1.4907
H 2.7738 -2.3130 -1.6571
H 4.5235 -2.1922 -1.4145
H 3.6655 -0.9615 -2.3480
C 1.9653 -0.2045 -0.2037
C 0.9487 -1.2609 0.1079
C 1.3319 -2.4315 0.6746
S 0.0250 -3.5613 0.9152
C -1.0897 -2.4120 0.2376
N -2.3845 -2.6657 0.1093
C -3.0822 -1.6771 -0.4163
N -2.6311 -0.4890 -0.7897
C -1.3361 -0.2206 -0.6480
N -0.8957 0.9900 -1.0455
H 0.0190 1.2627 -0.7236
C -1.7981 2.0729 -1.3519
H -1.4925 2.5372 -2.2960
H -2.7889 1.6383 -1.4772
C -1.7836 3.1402 -0.2501
N -1.9371 2.5597 1.0718
C -1.5709 3.5046 2.1067
H -0.5408 3.8282 1.9580
H -1.6405 3.0114 3.0750
H -2.2188 4.3952 2.1210
C -3.2734 2.0419 1.2957
H -4.0439 2.8245 1.2176
H -3.4917 1.2583 0.5741
H -3.3180 1.6088 2.2937
H -0.8147 3.6500 -0.2725
H -2.5645 3.8892 -0.4730
C -0.4594 -1.2159 -0.1378
S -4.7957 -1.9191 -0.6338
C -4.9561 -3.6128 -0.0019
H -4.3423 -4.2743 -0.6038
H -4.6277 -3.6367 1.0316
H -6.0051 -3.8767 -0.0826
C 2.7394 -2.7524 1.0458
O 3.5714 -1.6211 0.9539
H 2.8011 -3.0780 2.0893
H 3.1191 -3.5750 0.4163
H 1.7686 0.2293 -1.1859
H 1.9167 0.5817 0.5569
H 3.4479 1.9944 -0.9173